Record 1
DFT (wB97M-V/def2-TZVPD) results for 6 unconnected molecules or ions with the total composition C17H46N2O6.

Each line ends with the Löwdin charge.
Cartesian coordinates (Å):
C -24.696 -7.952 -17.152  -0.15
O -24.480 -6.871 -18.055  -0.15
H -24.006 -7.866 -16.312  0.05
H -25.744 -7.988 -16.851  0.07
H -24.425 -8.905 -17.628  0.07
H -25.329 -6.536 -18.376  0.02
C -27.278 -5.514 -19.978  -0.12
O -27.031 -5.923 -18.643  -0.15
H -27.133 -6.357 -20.659  0.08
H -28.308 -5.170 -20.108  0.07
H -26.614 -4.698 -20.260  0.08
H -27.841 -5.908 -18.114  0.05
C -21.582 -10.493 -15.329  -0.15
O -22.695 -9.670 -14.987  -0.14
H -21.886 -11.352 -15.926  0.08
H -20.905 -9.863 -15.900  0.08
H -21.051 -10.819 -14.430  0.07
H -23.390 -10.216 -14.612  0.07
C -21.242 -5.720 -16.776  -0.14
O -21.273 -4.409 -16.233  -0.15
H -20.671 -6.390 -16.126  0.07
H -22.237 -6.147 -16.914  0.06
H -20.774 -5.704 -17.763  0.08
H -22.177 -4.197 -15.944  0.04
C -31.052 -5.867 -18.629  -0.05
C -30.661 -7.202 -17.992  -0.43
C -30.098 -7.033 -16.599  -0.20
O -28.917 -6.265 -16.677  -0.23
C -28.347 -5.944 -15.426  -0.08
N -31.750 -8.175 -17.893  0.03
H -32.090 -5.616 -18.410  0.08
H -30.889 -5.878 -19.706  0.07
H -30.446 -5.052 -18.219  0.07
H -29.908 -7.685 -18.625  0.14
H -29.897 -8.019 -16.172  0.13
H -30.851 -6.488 -16.005  0.14
H -28.390 -6.784 -14.726  0.10
H -28.865 -5.094 -14.958  0.10
H -27.310 -5.658 -15.590  0.07
H -32.341 -8.186 -18.711  0.07
H -32.323 -8.061 -17.068  0.07
C -24.075 -3.456 -17.917  -0.02
C -24.509 -2.673 -16.689  -0.51
C -25.559 -3.540 -15.973  -0.14
C -25.903 -3.036 -14.571  -0.17
C -24.643 -2.816 -13.762  -0.14
C -23.574 -1.955 -14.451  -0.51
N -23.360 -2.508 -15.795  -0.10
O -22.370 -1.721 -16.458  -0.02
C -23.999 -0.477 -14.434  -0.02
C -22.277 -2.123 -13.680  -0.03
C -25.141 -1.362 -17.187  -0.02
H -23.470 -4.319 -17.633  0.06
H -23.470 -2.898 -18.634  0.09
H -24.944 -3.858 -18.441  0.08
H -26.451 -3.509 -16.601  0.12
H -25.169 -4.561 -15.931  0.12
H -26.508 -3.812 -14.094  0.10
H -26.502 -2.125 -14.629  0.11
H -24.192 -3.780 -13.501  0.12
H -24.859 -2.345 -12.797  0.13
H -23.602 0.024 -13.551  0.08
H -23.618 0.037 -15.314  0.08
H -25.083 -0.372 -14.402  0.07
H -22.287 -1.511 -12.778  0.08
H -22.131 -3.164 -13.380  0.08
H -21.403 -1.861 -14.274  0.09
H -24.401 -0.767 -17.721  0.09
H -25.647 -0.814 -16.402  0.06
H -25.890 -1.606 -17.950  0.09
H -21.718 -2.381 -16.737  0.09

Summary:
HOMO level: -8.57 eV
structure (SMILES): CC1(C)CCCC(C)(C)N1O.COC[C@H](C)N.CO.CO.CO.CO
DFT total energy: -1236.15568 hartree
energy above the lowest of the compared OMol25 structures with the same formula, charge and spin: 0.0 kcal per mole
Kohn-Sham gap: 9.1944 eV

Record 2
DFT (wB97M-V/def2-TZVPD) results for a molecular structure, C17H46N4O4.

Each line ends with the Löwdin charge.
Cartesian coordinates (Å):
N 0.290 0.156 0.200  0.05
H -0.115 -0.708 -0.131  -0.11
H 0.201 0.171 1.206  -0.12
H -0.175 0.928 -0.257  -0.29
H 1.247 0.154 -0.123  -0.15
C -2.089 -1.118 1.175  -0.02
C -2.174 -1.211 -0.397  -0.32
C -2.969 0.065 -0.756  -0.16
C -3.011 0.222 -2.238  -0.17
C -1.586 0.259 -2.926  -0.09
C -0.668 -1.027 -2.561  -0.39
N -0.802 -1.125 -1.061  -0.13
O 0.238 -1.973 -0.451  -0.23
C 0.680 -0.679 -3.131  -0.10
C -1.240 -2.219 -3.365  -0.05
C -2.950 -2.654 -0.652  0.01
H -1.431 -0.408 1.676  0.02
H -1.669 -2.041 1.577  0.10
H -3.091 -0.973 1.578  0.10
H -2.450 0.955 -0.399  0.10
H -3.949 0.070 -0.279  0.13
H -3.574 1.139 -2.411  0.11
H -3.608 -0.545 -2.731  0.11
H -1.171 1.201 -2.569  0.07
H -1.718 0.523 -3.976  0.12
H 1.289 -1.575 -3.252  0.11
H 1.169 -0.006 -2.427  -0.06
H 0.702 -0.162 -4.090  0.12
H -2.294 -2.367 -3.601  0.07
H -0.727 -3.105 -2.991  0.09
H -0.866 -2.308 -4.385  0.07
H -2.966 -2.971 -1.695  0.04
H -3.992 -2.540 -0.357  0.07
H -2.442 -3.436 -0.087  0.07
O -0.457 1.583 -0.821  0.14
H -1.283 1.276 -1.196  0.04
H -0.310 2.436 -1.231  0.13
C 1.957 0.671 2.680  -0.04
C 0.712 -0.227 3.058  -0.23
C -0.307 0.741 3.674  -0.22
O -1.438 -0.038 3.915  -0.20
C -2.584 0.784 4.361  -0.04
N 0.100 -0.728 1.780  -0.03
H 1.629 1.453 1.996  0.06
H 2.631 0.218 1.953  0.04
H 2.472 1.207 3.477  0.10
H 0.976 -1.107 3.644  0.14
H -0.527 1.534 2.960  0.13
H 0.110 1.281 4.524  0.13
H -2.311 1.439 5.188  0.09
H -3.485 0.179 4.454  0.09
H -2.814 1.450 3.529  0.08
H -0.838 -0.732 2.155  -0.02
H 0.177 -1.728 1.660  0.14
C 2.422 0.737 -2.221  -0.07
C 2.846 0.293 -0.795  -0.25
C 3.052 1.366 0.332  -0.25
O 4.218 2.000 0.009  -0.16
C 4.594 2.704 1.165  -0.10
N 1.850 -0.670 -0.409  0.01
H 2.588 -0.071 -2.933  0.09
H 3.090 1.548 -2.512  0.11
H 1.375 1.032 -2.293  0.07
H 3.833 -0.151 -0.924  0.14
H 3.234 0.808 1.251  0.05
H 2.176 2.011 0.405  0.13
H 5.120 2.009 1.819  0.10
H 3.794 3.232 1.684  0.10
H 5.346 3.339 0.698  0.10
H 1.591 -1.194 -1.233  0.09
H 2.377 -1.376 0.086  0.15

Summary:
HOMO level: -4.82 eV
DFT total energy: -1194.01829 hartree
Kohn-Sham gap: 5.3101 eV

Record 3
DFT (wB97M-V/def2-TZVPD) results for a molecular structure, C17H47FFeNO8S5.

Each line ends with the Mulliken spin population.
Cartesian coordinates (Å):
Fe 0.214 0.498 -0.417  3.89
F 0.681 2.375 -1.103  0.04
C 2.156 5.427 -0.377  0.00
O 0.834 4.962 -0.057  0.00
H 2.245 6.458 -0.036  0.00
H 2.977 4.853 0.053  0.00
H 2.409 5.485 -1.436  0.00
H 0.829 4.112 -0.502  0.00
C -2.214 5.113 1.286  0.00
O -1.033 5.367 2.008  0.00
H -2.116 5.708 0.377  0.00
H -2.021 4.094 0.951  0.00
H -3.175 5.362 1.736  0.00
H -0.346 5.201 1.358  0.00
C -1.442 3.633 -3.512  0.00
O -0.395 2.662 -3.861  0.00
H -1.425 4.363 -4.320  0.00
H -2.479 3.325 -3.371  0.00
H -1.189 4.212 -2.624  0.00
H 0.055 2.459 -3.038  0.00
N 2.024 -6.426 1.586  0.00
C 2.229 -5.238 0.897  0.00
C 1.986 -4.214 1.925  0.00
C 1.610 -4.865 3.174  0.00
C 1.726 -6.240 2.906  0.00
H 2.122 -7.319 1.123  0.00
H 2.585 -5.274 -0.122  0.00
H 1.957 -3.169 1.652  0.00
H 1.248 -4.527 4.134  0.00
H 1.666 -7.136 3.505  0.00
C 3.538 1.046 -2.236  0.00
S 3.642 0.075 -0.677  0.02
O 2.223 0.065 0.032  0.01
C 3.740 -1.643 -1.461  0.00
H 4.451 0.849 -2.798  0.00
H 3.458 2.123 -2.090  0.00
H 2.735 0.726 -2.901  0.00
H 4.205 -2.323 -0.747  0.00
H 4.336 -1.657 -2.373  0.00
H 2.729 -1.929 -1.749  0.00
C -1.737 -2.396 2.584  0.00
S -1.420 -2.063 0.763  0.01
O -0.038 -1.432 0.564  0.02
C -1.352 -3.895 0.354  0.00
H -1.207 -3.232 3.041  0.00
H -2.746 -2.803 2.660  0.00
H -1.674 -1.522 3.232  0.00
H -2.255 -4.396 0.703  0.00
H -0.524 -4.407 0.845  0.00
H -1.178 -4.170 -0.686  0.00
C 0.050 2.548 3.651  0.00
S 0.052 0.848 3.027  0.02
O 0.122 0.863 1.491  -0.03
C 1.828 0.548 3.397  0.00
H 0.381 3.303 2.938  0.00
H 0.824 2.531 4.418  0.00
H -0.912 2.815 4.089  0.00
H 2.342 1.489 3.204  0.00
H 2.105 -0.171 2.626  0.00
H 2.001 0.246 4.430  0.00
C -3.417 0.979 1.272  0.00
S -3.001 1.369 -0.454  0.02
O -1.686 0.648 -0.813  0.00
C -4.321 0.302 -1.127  0.01
H -3.437 -0.104 1.402  0.00
H -4.411 1.358 1.510  0.00
H -2.722 1.459 1.960  0.00
H -4.551 -0.651 -0.650  0.00
H -3.920 -0.004 -2.093  0.00
H -5.274 0.777 -1.361  0.00
C -1.708 -1.053 -3.747  0.00
S 0.126 -1.164 -3.460  0.01
O 0.266 -0.788 -2.025  -0.02
C 0.283 -3.017 -3.326  0.00
H -2.123 -1.655 -4.556  0.00
H -1.984 -0.010 -3.901  0.00
H -2.274 -1.497 -2.928  0.00
H 1.186 -3.372 -2.828  0.00
H 0.148 -3.517 -4.285  0.00
H -0.618 -3.359 -2.817  0.00

Summary:
HOMO level (spin up / spin down): -10.46 / -9.42 eV
multiplicity: 5
DFT total energy: -4686.72219 hartree
net charge: +1
Kohn-Sham gap (spin up / spin down): 8.4706 / 7.4274 eV